--- w ---
This record from OMol25 describes a structure of composition H21O11. The level of theory is ωB97M-V/def2-TZVPD.

Positions of all 32 atoms, in Å:
O1 -1.59754 1.43036 -3.29099
H1 -1.28765 1.04864 -2.48696
H2 1.92391 1.81547 -0.24976
O2 1.32128 1.28430 -0.73399
H3 -2.48672 -0.07275 0.68437
H4 1.37358 -0.18674 -1.40510
O3 4.35931 0.11434 -0.86578
H5 -2.54872 -1.15073 -0.28978
H6 0.45080 3.04122 2.94568
O4 0.70637 -2.29347 0.28796
H7 0.84589 1.73569 2.17553
H8 -0.85409 0.52167 1.31683
O5 -2.10005 2.50727 1.30770
H9 -1.72991 -3.21595 2.08384
H10 -1.99890 2.23094 -2.93104
O6 1.13089 2.73050 2.38845
H11 -0.86759 -2.54020 3.28002
H12 2.09230 -0.74062 -2.53830
O7 1.52666 -1.06939 -1.87345
H13 4.32026 -0.61774 -0.17656
O8 -2.94402 -0.33805 -0.19118
H14 3.40910 -0.03048 -1.05924
H15 -0.56539 -2.49365 -0.53848
O9 -1.06776 -2.32920 -1.42940
H16 -0.52628 -1.72282 -1.96335
H17 0.47174 0.92992 0.24286
O10 -1.58922 -2.54083 2.72093
H18 -1.96664 1.73819 1.88620
H19 0.87076 -2.39528 -0.61414
O11 0.14493 0.60272 1.40052
H20 -1.16969 2.79110 1.11932
H21 0.81678 -1.46006 0.78106

Net charge: -1
LUMO: 2.92 eV
Gap between HOMO and LUMO: 9.4808 eV

***

--- x ---
This record from OMol25 describes a cluster of 11 separate species, H21O11 in total. The level of theory is ωB97M-V/def2-TZVPD.

Positions of all 32 atoms, in Å:
O1 0.01142 -0.07972 0.10510
H1 0.18766 -0.07976 -0.84409
O2 0.34630 -3.42801 1.95920
H2 0.79720 -2.58941 1.73713
H3 1.04878 -4.08119 1.99591
O3 1.80375 -1.01391 1.94464
H4 2.54037 -1.43479 1.48835
H5 1.20279 -0.70843 1.21981
O4 -2.07972 1.48246 -0.69949
H6 -1.57714 2.30483 -0.77913
H7 -1.46166 0.85928 -0.26137
O5 -0.21497 3.30885 -1.92678
H8 0.59760 2.80162 -1.82537
H9 -0.04181 3.93011 -2.63840
O6 -0.89853 -2.30935 -1.39419
H10 -0.47609 -1.59714 -0.87507
H11 -1.73458 -2.44510 -0.93720
O7 -2.74407 -0.16542 -2.80696
H12 -2.31294 0.56257 -2.31495
H13 -2.08243 -0.86733 -2.80805
O8 1.76540 1.97082 0.30070
H14 2.61262 1.63494 0.60784
H15 1.19057 1.16659 0.27451
O9 -0.42498 2.22875 2.46002
H16 0.21711 2.15920 1.74155
H17 -0.80759 1.34708 2.53673
O10 2.55942 -0.78667 -1.38181
H18 1.80723 -0.69654 -0.77405
H19 2.43621 -0.08486 -2.02633
O11 -1.80358 -1.02344 2.00520
H20 -1.32310 -1.65289 2.55280
H21 -1.14121 -0.71315 1.36376

Net charge: -1
LUMO: 2.71 eV
Gap between HOMO and LUMO: 9.9766 eV

***

x wins, 59.7 kcal/mol ahead of the next structure.